{
  "formula": "C29H54HgN3OP2",
  "method": "the ωB97M-V functional and the def2-TZVPD basis",
  "species": ["C", "C", "C", "C", "C", "H", "H", "H", "N", "P", "P", "C", "H", "H", "C", "O", "C", "H", "C", "C", "C", "C", "C", "H", "H", "H", "C", "H", "H", "H", "C", "H", "H", "H", "C", "H", "H", "H", "C", "H", "H", "H", "C", "H", "H", "H", "C", "H", "H", "H", "C", "H", "H", "H", "C", "H", "H", "H", "C", "H", "H", "H", "C", "H", "H", "H", "C", "H", "H", "H", "Hg", "N", "C", "C", "C", "C", "C", "H", "H", "H", "H", "H", "H", "H", "H", "H", "N", "H", "H", "H"],
  "positions_angstrom": [[-1.033, -2.240, -1.026], [1.210, -1.566, -0.825], [-0.689, -3.338, -1.819], [1.600, -2.740, -1.544], [0.653, -3.611, -2.037], [-1.492, -3.963, -2.208], [2.666, -2.899, -1.717], [0.966, -4.496, -2.589], [-0.122, -1.408, -0.521], [-2.978, -0.978, 0.688], [2.704, 0.801, 0.286], [-2.530, -1.973, -0.800], [-2.906, -1.449, -1.692], [-3.077, -2.928, -0.777], [0.212, 1.977, 2.352], [0.070, 3.080, 2.035], [2.279, -0.631, -0.619], [3.225, -1.150, -0.832], [4.002, 1.562, -0.976], [3.572, 0.495, 2.032], [-4.177, 0.419, 0.195], [-3.683, -2.302, 1.804], [3.568, 3.026, -1.136], [3.630, 3.587, -0.193], [4.219, 3.523, -1.873], [2.533, 3.082, -1.496], [5.477, 1.482, -0.581], [5.719, 1.973, 0.366], [5.832, 0.444, -0.559], [6.056, 1.992, -1.369], [3.894, 0.843, -2.324], [4.338, 1.477, -3.107], [4.422, -0.118, -2.333], [2.850, 0.654, -2.580], [3.969, 1.889, 2.543], [3.089, 2.537, 2.658], [4.453, 1.787, 3.526], [4.672, 2.398, 1.872], [2.551, -0.137, 2.984], [1.647, 0.488, 3.086], [2.251, -1.138, 2.644], [3.010, -0.243, 3.982], [4.772, -0.446, 1.939], [5.601, -0.037, 1.354], [5.147, -0.612, 2.960], [4.488, -1.419, 1.519], [-3.991, -1.679, 3.176], [-4.426, -2.459, 3.818], [-3.080, -1.307, 3.665], [-4.715, -0.854, 3.118], [-2.604, -3.388, 1.969], [-2.407, -3.927, 1.035], [-1.664, -2.968, 2.345], [-2.965, -4.123, 2.704], [-4.944, -2.968, 1.222], [-5.163, -3.860, 1.827], [-5.826, -2.322, 1.269], [-4.811, -3.302, 0.186], [-3.963, 0.758, -1.288], [-4.362, -0.021, -1.952], [-4.504, 1.689, -1.516], [-2.904, 0.920, -1.520], [-3.861, 1.664, 1.051], [-2.826, 2.007, 0.915], [-4.527, 2.477, 0.732], [-4.028, 1.478, 2.120], [-5.648, 0.043, 0.406], [-5.945, -0.824, -0.198], [-5.892, -0.134, 1.462], [-6.256, 0.897, 0.072], [-0.948, 0.044, 1.511], [0.440, 1.308, -0.524], [0.802, 1.357, -1.659], [0.418, 1.999, -3.032], [1.405, 1.711, -4.152], [-0.941, 1.407, -3.380], [0.307, 3.507, -2.804], [2.375, 2.185, -3.959], [1.530, 0.633, -4.297], [1.036, 2.131, -5.098], [-1.682, 1.775, -2.660], [-1.278, 1.713, -4.379], [-0.907, 0.310, -3.347], [-0.107, 4.018, -3.682], [-0.359, 3.704, -1.956], [1.288, 3.952, -2.599], [-0.314, -1.709, 3.794], [0.528, -2.235, 3.550], [-0.911, -2.340, 4.328], [-0.030, -0.967, 4.436]],
  "mulliken_charge": [0.2048, -0.0855, -0.9192, -1.3280, -0.9017, 0.4777, 0.4935, 0.4016, 1.0217, -0.5219, 1.3122, -1.2002, 0.6881, 0.4947, -0.1293, -0.1864, -0.9869, 0.3040, 1.9917, 2.0314, 2.6494, 2.1348, -1.6721, 0.3386, 0.5243, 0.1027, -2.1254, 0.3710, 0.4013, 0.5018, -1.7552, 0.6129, 0.3873, 0.0499, -1.6162, 0.2043, 0.4932, 0.2449, -1.5908, -0.0565, 0.2595, 0.6324, -1.7542, 0.3379, 0.5362, 0.2788, -1.5719, 0.5094, 0.1872, 0.2660, -1.5140, 0.3072, -0.0087, 0.5967, -1.6374, 0.5316, 0.3821, 0.2403, -2.4516, 0.3774, 0.6122, 0.3714, -1.8084, 0.3171, 0.5299, 0.3095, -1.9721, 0.3932, 0.3502, 0.5268, 1.5796, -0.2634, -0.8679, 2.7693, -2.0474, -1.6598, -1.7204, 0.2879, 0.3951, 0.5284, 0.2663, 0.5090, 0.3819, 0.4160, 0.2869, 0.5413, -0.6473, 0.2321, 0.2967, 0.2186],
  "e_above_lowest_ev": 1.365,
  "e_lumo_ev": [-4.083, -4.384],
  "orbital_gap_ev": [4.42, 4.09],
  "total_charge": 1
}

---

{
  "formula": "C29H54N3O11S",
  "method": "the ωB97M-V functional and the def2-TZVPD basis",
  "species": ["C", "C", "C", "C", "C", "N", "N", "C", "C", "C", "C", "O", "C", "N", "C", "C", "C", "O", "C", "C", "C", "C", "S", "H", "H", "H", "H", "H", "H", "H", "H", "H", "H", "H", "H", "H", "H", "H", "H", "H", "H", "H", "H", "H", "H", "H", "H", "H", "H", "H", "H", "H", "H", "C", "C", "O", "C", "O", "O", "C", "H", "H", "H", "H", "H", "H", "H", "H", "C", "C", "O", "C", "O", "O", "C", "H", "H", "H", "H", "H", "H", "H", "H", "C", "C", "O", "C", "O", "O", "C", "H", "H", "H", "H", "H", "H", "H", "H"],
  "positions_angstrom": [[-3.968, 4.607, 3.150], [-3.421, 3.332, 2.492], [-2.246, 2.732, 3.254], [-1.645, 1.500, 2.596], [-0.553, 0.808, 3.420], [-1.066, 1.833, 1.249], [-0.544, 3.025, 1.195], [0.072, 3.428, 0.094], [0.669, 4.800, 0.161], [-0.369, 5.937, 0.306], [-0.307, 6.673, 1.631], [-0.797, 5.842, 2.683], [0.129, 2.594, -1.037], [0.780, 3.084, -2.203], [-0.111, 3.621, -3.239], [1.965, 2.407, -2.504], [2.554, 2.669, -3.849], [2.448, 1.670, -1.662], [-0.433, 1.340, -0.987], [-0.440, 0.392, -2.143], [-1.845, 0.133, -2.724], [-1.023, 0.961, 0.223], [-1.605, -0.689, 0.486], [-3.499, 4.783, 4.118], [-3.792, 5.480, 2.522], [-5.045, 4.548, 3.306], [-4.212, 2.579, 2.430], [-3.127, 3.548, 1.460], [-1.482, 3.482, 3.456], [-2.609, 2.364, 4.219], [-2.463, 0.812, 2.390], [-0.692, -0.272, 3.429], [-0.604, 1.151, 4.453], [0.441, 1.034, 3.032], [1.274, 4.946, -0.731], [1.348, 4.815, 1.017], [-0.210, 6.664, -0.492], [-1.380, 5.537, 0.197], [0.732, 6.938, 1.849], [-0.891, 7.593, 1.569], [-1.370, 6.359, 3.253], [-0.969, 4.080, -2.751], [-0.473, 2.850, -3.923], [0.401, 4.400, -3.801], [2.567, 3.737, -4.069], [3.557, 2.261, -3.884], [1.928, 2.195, -4.610], [0.018, -0.541, -1.814], [0.204, 0.779, -2.931], [-2.014, -0.933, -2.870], [-2.641, 0.487, -2.062], [-1.962, 0.636, -3.681], [-2.841, -0.494, 0.008], [-0.374, -5.622, 7.058], [-0.006, -4.535, 8.041], [1.131, -3.771, 7.590], [0.875, -2.839, 6.685], [-0.201, -2.568, 6.212], [2.033, -2.281, 6.317], [1.893, -1.279, 5.314], [0.486, -6.261, 6.857], [-1.171, -6.238, 7.475], [-0.724, -5.196, 6.119], [0.320, -4.954, 8.990], [-0.838, -3.856, 8.224], [1.172, -0.526, 5.627], [1.567, -1.728, 4.376], [2.874, -0.831, 5.190], [8.240, -1.077, -6.132], [7.282, -2.246, -6.159], [6.540, -2.355, -4.927], [5.509, -1.534, -4.803], [5.132, -0.721, -5.610], [4.981, -1.701, -3.586], [3.871, -0.848, -3.319], [8.902, -1.148, -5.269], [8.849, -1.083, -7.036], [7.702, -0.132, -6.087], [7.813, -3.192, -6.230], [6.580, -2.173, -6.988], [3.114, -0.947, -4.096], [4.191, 0.188, -3.238], [3.470, -1.163, -2.360], [-2.870, -4.139, -0.520], [-2.315, -4.812, -1.758], [-3.019, -6.022, -2.060], [-4.193, -5.849, -2.676], [-4.676, -4.786, -2.974], [-4.756, -7.037, -2.837], [-6.054, -7.013, -3.447], [-2.846, -4.817, 0.333], [-2.269, -3.259, -0.284], [-3.899, -3.820, -0.682], [-1.283, -5.123, -1.608], [-2.361, -4.151, -2.623], [-6.022, -6.472, -4.390], [-6.775, -6.544, -2.780], [-6.313, -8.053, -3.612]],
  "mulliken_charge": [-1.2938, -0.1181, -1.2758, -0.1430, -1.5634, 0.8760, -0.5894, -0.5079, -1.0091, -0.4513, -0.8242, -0.4143, 0.2712, 0.4973, -1.1149, 0.8041, -1.4797, -0.5788, 0.8422, -0.4508, -1.2732, 0.0341, -0.2189, 0.3311, 0.2569, 0.3527, 0.3888, 0.1473, 0.3159, 0.6066, 0.4774, 0.4222, 0.5406, 0.3516, 0.3370, 0.5726, 0.4093, 0.2524, 0.2918, 0.4454, 0.2858, 0.3769, 0.3025, 0.3824, 0.4138, 0.4178, 0.3301, 0.6200, 0.1308, 0.1971, 0.3580, 0.3967, 0.2416, -1.0726, -0.1800, -0.3755, 0.7904, -0.5855, -0.3477, -0.5992, 0.2976, 0.3527, 0.3003, 0.2930, 0.3092, 0.2407, 0.2687, 0.3128, -1.0695, -0.1903, -0.3910, 0.7389, -0.5720, -0.3623, -0.5211, 0.2939, 0.3547, 0.3024, 0.2918, 0.3118, 0.3027, 0.2135, 0.2698, -0.5096, -0.3230, -0.3550, 0.7683, -0.5663, -0.3379, -0.6232, 0.3469, -0.1540, 0.3339, 0.3577, 0.2975, 0.2987, 0.2947, 0.2215],
  "e_lumo_ev": -3.910,
  "orbital_gap_ev": 8.50,
  "total_charge": 1
}

---

{
  "formula": "C29H54N3OP2Ti",
  "method": "the ωB97M-V functional and the def2-TZVPD basis",
  "species": ["C", "C", "C", "C", "C", "H", "H", "H", "N", "P", "P", "C", "H", "H", "C", "H", "C", "C", "C", "C", "C", "H", "H", "H", "C", "H", "H", "H", "C", "H", "H", "H", "C", "H", "H", "H", "C", "H", "H", "H", "C", "H", "H", "H", "C", "H", "H", "H", "C", "H", "H", "H", "C", "H", "H", "H", "C", "H", "H", "H", "C", "H", "H", "H", "C", "H", "H", "H", "Ti", "C", "O", "N", "C", "C", "C", "C", "C", "H", "H", "H", "H", "H", "H", "H", "H", "H", "N", "H", "H", "H"],
  "positions_angstrom": [[2.318, -1.297, -0.644], [1.272, 0.584, -1.597], [3.253, -1.321, -1.675], [2.089, 0.508, -2.720], [3.115, -0.428, -2.737], [4.042, -2.073, -1.635], [1.927, 1.212, -3.538], [3.805, -0.464, -3.578], [1.390, -0.326, -0.595], [0.623, -2.441, 1.246], [0.054, 2.373, 0.275], [2.277, -2.356, 0.446], [2.540, -3.343, 0.022], [3.043, -2.131, 1.213], [0.208, 1.605, -1.411], [0.137, 2.339, -2.212], [-1.552, 3.420, 0.284], [1.553, 3.503, 0.289], [-0.377, -3.583, 0.088], [0.986, -3.256, 2.905], [-2.684, 2.609, 0.939], [-2.501, 2.448, 2.011], [-3.618, 3.187, 0.850], [-2.854, 1.642, 0.453], [-1.395, 4.710, 1.105], [-1.064, 4.499, 2.130], [-0.721, 5.438, 0.641], [-2.383, 5.194, 1.175], [-1.961, 3.755, -1.152], [-2.838, 4.423, -1.116], [-1.177, 4.284, -1.710], [-2.252, 2.849, -1.701], [1.686, 4.124, 1.693], [1.541, 3.372, 2.479], [2.707, 4.517, 1.792], [0.994, 4.956, 1.855], [2.823, 2.680, 0.021], [2.929, 1.852, 0.726], [2.858, 2.295, -1.003], [3.683, 3.352, 0.157], [1.425, 4.579, -0.801], [1.049, 4.191, -1.756], [0.803, 5.429, -0.496], [2.433, 4.974, -1.000], [-0.340, -3.629, 3.587], [-0.105, -4.080, 4.563], [-0.976, -2.750, 3.777], [-0.925, -4.365, 3.019], [1.750, -2.257, 3.794], [2.719, -1.976, 3.362], [1.191, -1.338, 4.002], [1.948, -2.752, 4.757], [1.876, -4.502, 2.749], [2.775, -4.300, 2.154], [2.204, -4.806, 3.754], [1.347, -5.355, 2.316], [-0.064, -3.229, -1.373], [0.964, -3.488, -1.659], [-0.745, -3.796, -2.028], [-0.226, -2.164, -1.576], [-1.877, -3.342, 0.339], [-2.183, -2.323, 0.061], [-2.444, -4.045, -0.293], [-2.167, -3.526, 1.384], [-0.053, -5.070, 0.297], [1.018, -5.285, 0.169], [-0.398, -5.450, 1.268], [-0.592, -5.645, -0.474], [-0.093, -0.076, 0.916], [1.188, 0.648, 2.168], [2.032, 1.007, 2.940], [-1.623, -0.122, -0.516], [-1.399, 0.491, -1.559], [-2.062, 0.419, -2.954], [-1.535, 1.453, -3.937], [-1.712, -0.960, -3.507], [-3.570, 0.571, -2.709], [-1.721, 2.480, -3.613], [-0.462, 1.319, -4.120], [-2.054, 1.308, -4.890], [-2.069, -1.746, -2.830], [-2.184, -1.101, -4.485], [-0.624, -1.065, -3.628], [-4.031, 1.184, -3.488], [-4.031, -0.421, -2.704], [-3.780, 1.036, -1.735], [-1.600, -0.204, 2.531], [-2.518, 0.128, 2.224], [-1.314, 0.395, 3.313], [-1.721, -1.150, 2.915]],
  "mulliken_charge": [-0.2612, -0.3020, -0.9554, -0.4081, -1.2206, 0.6522, 0.5849, 0.5365, 1.9443, 1.2863, 1.4539, -1.9298, 0.8850, 0.7209, -1.9044, 1.6376, 1.8734, 1.6502, 2.3096, 1.6865, -1.5742, 0.3616, 0.5774, 0.0916, -1.7830, 0.3957, 0.2642, 0.5223, -1.3313, 0.6383, 0.1536, 0.0389, -1.5098, 0.2582, 0.4956, 0.3587, -1.5636, 0.1683, 0.3448, 0.7255, -1.1933, 0.1407, 0.2785, 0.4986, -1.4090, 0.5021, 0.2778, 0.2396, -1.7271, 0.3493, 0.2577, 0.5945, -1.5075, 0.2871, 0.5389, 0.3524, -1.6778, 0.2595, 0.6882, -0.0529, -1.4527, 0.0118, 0.5490, 0.2946, -1.7737, 0.3863, 0.3850, 0.5106, -1.8848, 0.4174, -0.2882, -0.0472, -0.7626, 2.2958, -1.6279, -1.8504, -1.4864, 0.3040, 0.2395, 0.5661, 0.3919, 0.5554, 0.2552, 0.3924, 0.4001, 0.2655, -0.3238, 0.3500, 0.4015, -0.0449],
  "e_lumo_ev": [-11.600, -11.619],
  "orbital_gap_ev": [5.52, 5.50],
  "total_charge": 3
}

---

{
  "formula": "C29H55ClF3N3O8PS",
  "method": "the ωB97M-V functional and the def2-TZVPD basis",
  "species": ["C", "O", "C", "C", "C", "C", "C", "C", "C", "N", "Cl", "C", "N", "C", "O", "C", "O", "C", "C", "O", "C", "P", "S", "C", "F", "F", "F", "N", "C", "C", "C", "C", "O", "C", "H", "H", "H", "H", "H", "H", "H", "H", "H", "H", "H", "H", "H", "H", "H", "H", "H", "H", "H", "H", "H", "H", "H", "H", "H", "H", "H", "H", "H", "H", "H", "H", "H", "H", "H", "H", "H", "C", "C", "O", "C", "H", "H", "H", "H", "H", "H", "C", "C", "O", "C", "H", "H", "H", "H", "H", "H", "C", "C", "O", "C", "H", "H", "H", "H", "H", "H"],
  "positions_angstrom": [[5.010, 3.232, 1.056], [5.231, 2.322, -0.014], [4.300, 1.264, -0.069], [4.801, 0.285, -1.116], [3.801, -0.814, -1.516], [2.880, -1.330, -0.390], [2.581, -2.848, -0.467], [1.101, -3.189, -0.776], [0.949, -3.550, -2.246], [-0.294, -4.290, -2.600], [-0.535, -5.739, -1.768], [-1.142, -3.929, -3.511], [-2.176, -4.750, -3.990], [-1.833, -4.700, -5.450], [-2.960, -4.963, -6.221], [-0.764, -5.792, -5.766], [-0.753, -6.827, -4.801], [-1.762, -7.759, -4.928], [-2.152, -8.363, -3.620], [-2.230, -8.039, -6.001], [-1.357, -3.192, -5.615], [-2.633, -2.100, -6.484], [-4.464, -2.278, -5.868], [-0.036, -3.032, -6.404], [0.168, -1.744, -6.698], [-0.081, -3.704, -7.553], [1.044, -3.440, -5.727], [-1.026, -2.736, -4.230], [-1.766, -1.563, -3.671], [-1.547, -1.299, -2.183], [-2.855, -0.847, -1.524], [-3.906, -1.962, -1.494], [-4.336, -2.158, -0.178], [-5.266, -3.217, -0.063], [4.860, 4.236, 0.650], [4.138, 2.973, 1.660], [5.882, 3.229, 1.715], [3.298, 1.648, -0.313], [4.254, 0.780, 0.915], [5.045, 0.870, -2.007], [5.744, -0.139, -0.763], [4.375, -1.657, -1.908], [3.179, -0.416, -2.325], [1.939, -0.775, -0.434], [3.318, -1.121, 0.586], [3.222, -3.284, -1.236], [2.835, -3.308, 0.488], [0.784, -4.021, -0.144], [0.500, -2.323, -0.506], [1.007, -2.692, -2.915], [1.761, -4.229, -2.520], [-3.041, -4.204, -3.904], [-3.633, -5.431, -5.714], [-1.023, -6.186, -6.751], [0.249, -5.423, -5.831], [-2.840, -9.183, -3.799], [-2.580, -7.591, -2.981], [-1.261, -8.753, -3.122], [-2.415, -2.461, -7.817], [-2.122, -0.814, -6.319], [-1.430, -0.690, -4.231], [-2.834, -1.688, -3.856], [-0.794, -0.520, -2.040], [-1.209, -2.180, -1.644], [-2.659, -0.553, -0.492], [-3.253, 0.023, -2.053], [-3.457, -2.906, -1.871], [-4.748, -1.740, -2.164], [-6.110, -3.077, -0.750], [-5.621, -3.234, 0.963], [-4.792, -4.177, -0.308], [3.828, 4.761, 5.294], [2.850, 4.289, 4.247], [3.075, 3.311, 3.568], [1.590, 5.099, 4.100], [4.694, 4.104, 5.311], [4.149, 5.780, 5.074], [3.351, 4.759, 6.276], [1.839, 6.128, 3.835], [1.036, 5.103, 5.038], [0.965, 4.668, 3.319], [-2.593, 4.383, 4.676], [-2.096, 5.534, 5.517], [-1.003, 5.516, 6.033], [-3.030, 6.707, 5.680], [-1.833, 3.606, 4.636], [-3.507, 3.973, 5.107], [-2.815, 4.728, 3.665], [-3.961, 6.383, 6.148], [-3.267, 7.135, 4.705], [-2.562, 7.467, 6.300], [1.446, 8.672, 9.843], [1.685, 8.403, 8.376], [2.477, 9.052, 7.734], [0.889, 7.284, 7.749], [2.075, 9.495, 10.171], [0.398, 8.928, 10.010], [1.679, 7.782, 10.429], [-0.180, 7.478, 7.830], [1.105, 6.341, 8.253], [1.153, 7.197, 6.699]],
  "mulliken_charge": [-0.5835, -0.3994, -0.3428, -0.9273, -0.4460, -0.3896, -1.3223, -0.3429, -0.8199, 0.6893, -0.0005, -1.5132, -0.2831, 1.0642, -0.5752, -1.2603, -0.3381, 0.7915, -1.0375, -0.5125, 0.1826, 0.0897, -0.3460, 0.3156, -0.2961, -0.2582, -0.1779, 0.8396, -0.7632, -0.3336, -1.4976, 0.1288, -0.4213, -0.6978, 0.2949, 0.2133, 0.2663, 0.2941, 0.4123, 0.2992, 0.2100, 0.3643, 0.2442, 0.3481, 0.3243, 0.5205, 0.4289, 0.5762, 0.2383, 0.1830, 0.7891, 0.6600, 0.5710, 0.5016, 0.4605, 0.3625, 0.1777, 0.3234, 0.1884, 0.1399, 0.3977, 0.5095, 0.5334, -0.1023, 0.5444, 0.3528, -0.0734, 0.4279, 0.3082, 0.2705, 0.2511, -1.1685, 0.8008, -0.5918, -0.8117, 0.3345, 0.3408, 0.3131, 0.3878, 0.0726, 0.3069, -1.1801, 0.8382, -0.4768, -1.1380, 0.2878, 0.3757, 0.3361, 0.3659, 0.3439, 0.2363, -1.1301, 0.7443, -0.5608, -0.7112, 0.3160, 0.3143, 0.3202, 0.2140, 0.3464, 0.1458],
  "e_lumo_ev": -4.024,
  "orbital_gap_ev": 6.46,
  "total_charge": 1
}